# 1
Here is a cluster of 5 separate species, C24H43BF3N6O9 in total in a non-equilibrium geometry from the OMol25 dataset. Energies are from wB97M-V/def2-TZVPD.

Last column: Mulliken charge in e.
CARTESIAN COORDINATES (ANGSTROEM)
C1 -4.28 3.48 3.79  -1.381
C2 -3.42 2.41 4.39  0.728
H1 -1.04 3.86 -4.25  0.263
H2 3.35 0.92 2.24  0.388
H3 -3.69 -4.42 0.73  0.284
O1 3.95 3.57 -1.86  -0.386
H4 0.76 3.44 -3.74  0.217
B1 0.53 0.90 -3.44  0.556
H5 -2.13 -0.18 0.66  0.337
C3 2.79 1.82 1.72  -0.638
F1 1.20 4.98 4.88  -0.223
C4 1.53 1.29 0.83  0.536
H6 -3.11 -5.01 -0.84  0.325
H7 3.15 -0.85 -9.56  0.344
H8 1.67 0.87 -5.09  0.270
O2 1.43 1.81 -7.25  -0.635
N1 -3.49 2.21 5.74  -0.153
H9 0.13 -4.73 3.91  0.222
H10 -4.61 -2.44 -0.39  0.252
C5 -1.08 0.24 0.31  -0.612
N2 0.95 -5.20 3.55  -0.145
C6 0.09 0.73 1.39  0.548
N3 -0.84 0.31 -1.19  0.274
H11 0.93 -6.93 4.67  0.295
H12 2.51 -6.58 3.92  0.336
H13 1.62 0.46 5.15  0.349
H14 2.34 -6.54 1.57  0.386
O3 2.96 1.82 -1.49  -0.296
H15 0.58 -1.51 3.10  0.166
H16 3.47 3.39 3.22  0.484
H17 -2.55 -4.13 -2.95  0.442
H18 2.76 1.42 -10.02  0.377
C7 -0.37 3.11 -3.60  -0.516
H19 -5.34 3.26 3.98  0.394
O4 1.79 -0.14 4.36  -0.530
H20 1.99 2.42 3.87  0.161
H21 2.60 -5.07 0.62  0.294
H22 -4.94 2.19 7.21  0.296
F2 1.26 6.74 3.06  -0.215
H23 -4.91 3.69 6.25  0.355
C8 1.51 4.18 2.39  0.515
H24 -0.21 -0.81 4.73  0.257
N4 2.62 -0.04 -7.68  0.014
N5 -3.93 -3.06 -0.80  -0.161
O5 0.58 -4.01 1.68  -0.664
C9 1.78 1.29 -9.56  -1.422
H25 -4.12 3.51 2.71  0.272
H26 2.68 -0.13 -6.67  0.040
C10 0.50 -0.57 3.80  -0.444
H27 3.37 -5.22 2.21  0.377
H28 -3.63 3.37 7.44  0.291
H29 -1.37 -3.66 -1.68  0.339
H30 1.20 2.20 -9.73  0.297
C11 1.92 1.06 -8.09  0.980
H31 -4.02 4.45 4.21  0.396
H32 -1.55 -2.68 -3.14  0.257
C12 2.43 2.92 2.88  -0.485
C13 3.27 -1.04 -8.50  -0.879
H33 3.60 2.32 1.00  0.325
C14 1.64 -6.14 4.40  -0.864
C15 1.27 -4.83 2.27  0.851
O6 -2.67 1.71 3.71  -0.627
C16 1.72 1.34 -0.83  -0.215
N6 2.79 3.13 -1.85  0.278
H34 -0.03 1.73 3.46  0.037
C17 -3.14 -2.46 -1.74  0.856
C18 -2.09 -3.29 -2.42  -1.300
C19 -0.22 0.68 3.00  -0.061
H35 -4.86 -4.88 -0.53  0.303
H36 1.95 -5.61 5.30  0.291
C20 -4.30 2.92 6.71  -0.888
H37 4.33 -1.06 -8.24  0.305
H38 1.25 0.46 -10.03  0.371
O7 1.55 0.25 -4.29  -0.469
O8 -3.32 -1.28 -2.02  -0.747
C21 -3.88 -4.43 -0.34  -0.841
H39 -2.88 1.47 6.07  0.207
H40 2.83 -2.01 -8.25  0.289
F3 0.88 4.38 1.06  -0.258
H41 -1.40 0.49 3.10  0.393
C22 2.48 -5.46 1.63  -1.374
C23 1.31 5.29 3.41  0.073
O9 -0.55 1.73 -4.09  -0.437
C24 0.48 0.85 -1.78  -0.210
H42 -0.72 3.27 -2.48  0.197
H43 -1.62 0.02 -1.83  0.386

- Calculated total energy: -61763.545 eV
- Charge: +1
- Molecular weight: 627.45 g/mol

***

# 2
Here is a structure of composition C24H43BaO4SbSi4Te in a non-equilibrium geometry from the OMol25 dataset. Energies are from wB97M-V/def2-TZVPD.

Last column: Mulliken charge in e.
CARTESIAN COORDINATES (ANGSTROEM)
H1 2.61 -0.33 5.91  0.406
H2 -3.52 0.81 -6.61  0.394
H3 -5.78 1.72 -0.74  0.471
H4 5.50 -4.01 3.05  0.398
Si1 2.22 -1.19 1.45  0.089
H5 -6.16 1.75 -4.96  0.422
H6 5.83 -2.44 2.27  0.253
H7 4.21 -5.08 0.71  0.319
H8 2.65 1.67 -0.55  0.210
C1 -6.16 -1.16 -4.08  -1.300
C2 5.10 -3.00 2.88  -1.101
H9 4.40 -0.82 -1.28  0.280
H10 -5.43 4.16 -0.65  0.294
H11 -0.65 -1.02 3.47  0.191
C3 -4.59 3.47 -0.56  -0.865
H12 2.87 -5.21 3.22  0.361
C4 -3.07 5.39 -0.32  -0.859
C5 -0.71 5.03 0.01  -0.820
Ba1 -1.43 -1.91 -2.10  1.482
H13 -6.83 -0.82 -4.87  0.353
C6 3.32 1.85 0.29  -0.995
H14 1.40 -4.38 2.67  0.285
H15 1.07 1.73 4.61  0.354
H16 -0.05 3.00 0.08  -0.017
H17 -0.15 -0.82 5.17  0.300
C7 -2.24 -2.87 -4.39  0.492
H18 -1.67 6.98 -0.10  0.357
H19 6.00 1.33 1.85  0.402
H20 -5.12 0.05 -6.77  0.377
H21 -3.65 -0.97 -6.67  0.311
C8 -3.68 1.24 -0.47  -0.416
H22 5.61 -1.37 -0.12  0.214
H23 -3.92 6.05 -0.44  0.315
H24 4.14 2.50 -0.03  0.405
Te1 -0.81 0.27 0.09  0.134
O1 -1.48 -1.82 -4.34  -0.724
C9 -4.78 2.12 -0.60  -0.837
C10 5.03 -0.49 -0.45  -1.149
O2 -2.10 -3.98 -2.34  -0.806
Sb1 -4.30 -0.08 -4.20  0.755
C11 3.78 -4.10 0.46  -1.115
H25 -5.97 -2.23 -4.18  0.347
C12 -4.12 -0.05 -6.33  -1.291
H26 -5.80 2.01 -3.23  0.326
Si2 1.75 -0.43 3.58  0.337
H27 0.24 -2.31 4.27  0.274
C13 1.42 1.42 3.62  -0.809
H28 3.96 -0.29 4.75  0.249
H29 4.74 1.24 3.09  0.259
H30 2.32 2.00 3.37  0.229
H31 2.74 2.37 1.06  0.196
C14 -1.67 -4.06 -3.58  0.448
H32 2.85 -4.26 -0.10  0.255
C15 5.22 0.69 2.28  -1.072
H33 0.65 1.67 2.88  0.031
C16 2.99 -0.75 4.97  -1.088
H34 -3.88 0.17 -0.48  0.515
C17 -3.28 3.99 -0.37  1.267
H35 5.03 -2.48 3.84  0.290
C18 -2.39 1.67 -0.27  -0.256
C19 -2.18 3.10 -0.23  0.366
C20 -5.37 1.80 -4.21  -1.403
O3 -0.83 -4.82 -4.02  -0.623
Si3 3.98 0.21 0.95  0.216
H36 5.74 0.26 -0.83  0.357
O4 -3.38 -2.91 -4.84  -0.663
H37 5.70 -0.19 2.72  0.239
H38 0.28 5.43 0.16  0.400
H39 2.24 -3.81 4.11  0.244
C21 2.39 -4.23 3.11  -1.131
H40 -4.69 2.62 -4.46  0.364
H41 3.16 -1.82 5.11  0.228
C22 0.14 -1.22 4.19  -1.041
H42 4.47 -3.57 -0.20  0.266
C23 -1.82 5.90 -0.14  -0.359
C24 -0.89 3.67 -0.04  -0.188
H43 -6.61 -0.95 -3.11  0.386
Si4 3.43 -3.09 2.02  0.213

- Calculated total energy: -79815.337 eV
- Charge: -2
- Molecular weight: 894.64 g/mol

***

# 3
Here is a cluster of 2 separate species, C24H43BrClF7N5O7PSSi in total in a non-equilibrium geometry from the OMol25 dataset. Energies are from wB97M-V/def2-TZVPD.

Last column: Mulliken charge in e.
CARTESIAN COORDINATES (ANGSTROEM)
C1 0.27 2.54 1.37  -0.358
O1 3.98 -0.86 3.65  -0.402
O2 -5.88 3.73 -2.51  -0.688
H1 -4.00 0.13 -3.38  0.291
C2 4.12 -3.68 1.00  0.073
H2 3.49 -5.23 -0.07  0.324
O3 -4.43 4.78 -0.98  -0.678
H3 -5.47 -4.07 -1.84  0.294
H4 0.14 3.36 -0.82  0.650
H5 3.44 2.05 -0.31  1.421
H6 2.99 -1.70 -0.14  0.601
H7 -4.72 0.51 -1.80  -0.042
H8 0.17 2.68 -4.19  0.355
F1 -1.90 2.12 2.11  -0.298
C3 3.30 1.32 4.00  -1.192
H9 -1.73 0.89 -2.27  -0.736
H10 5.22 -0.81 -2.40  0.447
H11 5.22 -0.79 -0.65  0.376
H12 3.00 -2.94 2.66  0.322
C4 -0.84 1.02 -2.90  -0.153
N1 0.54 2.90 -3.27  -0.703
H13 1.68 2.86 -1.20  0.734
C5 1.07 -1.15 3.69  -1.159
C6 0.57 -1.26 0.94  -2.559
H14 4.07 1.35 4.77  0.497
H15 -6.55 -2.63 -1.56  0.317
H16 2.29 1.46 1.45  -1.050
H17 -5.97 -3.06 -3.19  0.333
H18 -3.72 -0.02 0.61  0.345
F2 1.14 3.58 1.31  -0.420
P1 0.46 -1.64 -0.90  1.497
H19 0.93 -2.20 3.44  0.394
H20 1.06 -0.53 -1.53  -0.500
H21 2.04 -3.53 1.31  0.454
N2 1.87 -0.35 2.76  0.221
H22 -2.61 -0.35 -0.76  -0.961
C7 5.07 -0.16 -1.54  -1.597
C8 -1.45 4.37 2.04  0.511
C9 -1.93 -1.26 1.08  -2.012
O4 -3.80 -1.93 -0.27  -0.541
C10 -1.21 2.98 1.34  0.895
H23 4.12 0.74 0.46  1.166
H24 3.93 -1.17 1.17  0.927
C11 0.69 2.44 -1.02  -1.138
C12 -3.07 -0.77 0.15  1.433
H25 -5.67 -0.26 -3.05  0.484
F3 -1.01 5.36 1.31  -0.244
H26 0.07 -0.76 3.89  0.311
H27 -2.39 -3.57 -2.64  0.318
H28 1.54 -1.18 4.67  0.449
H29 -0.71 0.07 2.18  1.106
Cl1 -5.06 3.53 -1.34  1.742
O5 -4.03 2.54 -1.63  -0.650
O6 -5.87 3.06 -0.25  -0.720
C13 3.28 0.97 -0.20  -2.542
N3 -0.51 0.65 0.14  1.214
H30 0.35 -2.21 1.41  1.623
C14 -4.67 -0.24 -2.60  -0.693
N4 1.84 -0.58 1.36  2.631
C15 -0.69 -0.35 1.17  0.171
F4 -1.80 3.02 0.17  -0.197
H31 -0.88 -1.60 -1.32  -0.402
H32 -2.04 -1.95 -3.26  0.237
O7 5.12 -3.13 0.68  -0.397
C16 2.93 -1.54 0.94  -2.108
C17 2.00 0.79 0.65  0.613
F5 0.47 2.08 2.62  -0.327
H33 -2.37 -1.38 2.07  0.318
C18 0.14 2.08 -2.41  -0.101
H34 -1.34 1.06 -0.27  -0.201
H35 -3.28 -2.93 -3.99  0.391
H36 5.74 0.69 -1.55  0.436
H37 3.27 -5.37 1.51  0.348
C19 0.64 1.52 0.25  0.492
H38 3.44 2.08 3.22  0.246
H39 -1.29 1.30 -3.85  0.601
H40 2.35 1.58 4.48  0.247
F6 -1.03 4.41 3.28  -0.246
H41 -1.70 -2.29 0.77  0.484
C20 -5.70 -3.04 -2.12  -1.197
Br1 3.61 1.62 -3.07  -0.101
Si1 -4.19 -1.93 -1.91  0.657
H42 -0.38 0.06 -3.12  0.208
N5 3.97 -5.10 0.82  -0.712
C21 2.91 -2.92 1.57  -0.964
C22 -2.85 -2.65 -3.03  -0.984
F7 -2.76 4.51 2.08  -0.233
S1 1.16 -3.39 -1.40  -0.450
C23 3.58 0.34 -1.57  -0.197
H43 3.05 -0.56 -1.87  0.368
C24 3.14 -0.08 3.42  0.282

- Relative energy (zero: lowest compared OMol25 entry of this formula, charge and spin): 187.8 kJ/mol
- Molecular weight: 853.11 g/mol